Record 1
An isolated molecule of C18H20N2O2 in a non-equilibrium geometry, computed with wB97M-V/def2-TZVPD.

Results
- Kohn-Sham gap (eV) = 8.56
- energy above the lowest of the compared OMol25 structures with the same formula, charge and spin (eV) = 1.191
- SMILES string = CCCC[C@]1(C(=O)O)CCc2c1[nH]c1c(C)ccc(C#N)c21
- largest force on an atom (eV Å⁻¹) = 2.21

Each line ends with the natural charge from an NBO analysis.
Atoms and positions in Å:
1 O -2.22860 -0.02354 1.74701  -0.606
2 O -0.83892 0.15576 3.50159  -0.673
3 N 3.70056 -4.00324 -0.13648  -0.330
4 N -0.95178 -0.82801 -0.90150  -0.532
5 C -0.02642 3.01067 1.89487  -0.396
6 C 0.09670 4.47452 1.42367  -0.389
7 C 0.97901 -1.29613 0.03910  -0.093
8 C -0.95183 4.92907 0.39956  -0.609
9 C 1.03826 -4.10060 -2.44214  -0.149
10 C -0.90007 -2.67344 -2.71091  -0.004
11 C -0.12954 2.00734 0.76282  -0.386
12 C -2.16991 -2.38576 -3.40442  -0.636
13 C 1.47679 0.19750 1.76503  -0.375
14 C -1.12923 0.15452 2.17410  0.810
15 C 2.71696 -3.70453 -0.66309  0.302
16 C -0.44798 -1.90677 -1.61487  0.128
17 C -0.11735 -3.76138 -3.15401  -0.232
18 C 0.02770 0.54129 1.19013  -0.150
19 C 1.52312 -3.31974 -1.37034  -0.206
20 C 0.77080 -2.22766 -1.01613  0.022
21 C -0.01980 -0.41848 0.04772  0.181
22 C 1.97854 -1.11534 1.11591  -0.420
23 H -2.36608 -1.33642 -3.35343  0.211
24 H -1.90652 -0.48046 -0.96561  0.426
25 H 1.53430 0.11536 2.84807  0.230
26 H 1.60296 -4.99387 -2.73413  0.220
27 H -1.95791 4.86419 0.86633  0.199
28 H 1.05373 4.64442 0.97075  0.192
29 H -0.94616 2.91902 2.46230  0.193
30 H -0.79411 5.96478 0.12028  0.215
31 H -1.03781 2.10526 0.22469  0.211
32 H -3.04730 -2.92202 -2.94989  0.227
33 H -0.97805 4.26860 -0.48524  0.202
34 H -0.44782 -4.30082 -4.02447  0.219
35 H -1.69195 -0.01408 3.89282  0.494
36 H 0.66609 2.23468 0.07629  0.208
37 H 0.79228 2.74250 2.56578  0.212
38 H 1.95855 -1.93859 1.87328  0.216
39 H 0.08690 5.12042 2.29002  0.204
40 H -2.08591 -2.63732 -4.48093  0.225
41 H 2.17242 0.95431 1.40627  0.208
42 H 2.99538 -1.01603 0.74920  0.224



Record 2
An isolated molecule of C18H20N2OS, computed with wB97M-V/def2-TZVPD.

Results
- Kohn-Sham gap (eV) = 8.30
- energy above the lowest of the compared OMol25 structures with the same formula, charge and spin (eV) = 0.993
- SMILES string = O=C(c1cc2c(s1)CCC2)N1CCN(c2ccccc2)CC1
- largest force on an atom (eV Å⁻¹) = 0.64

Each line ends with the natural charge from an NBO analysis.
Atoms and positions in Å:
1 S -2.94599 -0.67348 -1.11505  0.438
2 O -0.75988 -1.97505 1.77658  -0.614
3 N 2.68359 -0.46894 -1.02709  -0.451
4 N 0.11641 -1.30161 -0.17350  -0.429
5 C -4.18007 0.36214 0.88407  -0.082
6 C 3.75668 0.08257 -0.34526  0.269
7 C -5.40602 1.02497 1.42522  -0.414
8 C 5.96203 1.27671 0.92532  -0.263
9 C 1.29262 -2.10714 0.12814  -0.225
10 C 0.21717 -0.41755 -1.30812  -0.233
11 C -2.95923 -0.09508 1.40808  -0.178
12 C -4.31690 0.11431 -0.44968  -0.179
13 C -5.62710 0.55165 -1.00295  -0.432
14 C 2.35738 -1.87072 -0.93725  -0.225
15 C 1.52910 0.37821 -1.27989  -0.216
16 C -6.16961 1.43415 0.14438  -0.379
17 C 5.66753 -0.05946 1.12984  -0.170
18 C -0.88714 -1.34687 0.73651  0.641
19 C 4.58272 -0.65115 0.51156  -0.311
20 C 5.15169 2.01640 0.08149  -0.183
21 C 4.06931 1.43335 -0.54599  -0.299
22 C -2.15980 -0.65847 0.44884  -0.299
23 H -5.17606 1.88345 2.05622  0.217
24 H -2.65416 -0.01906 2.43569  0.239
25 H 1.63469 0.89156 -2.24534  0.193
26 H -5.98286 0.31380 2.02198  0.211
27 H -7.24605 1.32578 0.26196  0.212
28 H 1.98996 -2.20411 -1.91414  0.195
29 H -5.53457 1.10048 -1.94062  0.219
30 H 3.47069 2.02987 -1.21628  0.211
31 H 6.80789 1.73378 1.41543  0.212
32 H 0.99857 -3.16111 0.17485  0.211
33 H -0.60545 0.29695 -1.28709  0.238
34 H 5.36600 3.06049 -0.09645  0.211
35 H 3.25110 -2.44989 -0.71569  0.225
36 H 4.38170 -1.68964 0.72306  0.207
37 H 1.46005 1.13997 -0.49305  0.200
38 H -6.27313 -0.31244 -1.18353  0.214
39 H -5.95861 2.48021 -0.07994  0.206
40 H 6.28338 -0.65291 1.79033  0.210
41 H 0.13882 -0.99128 -2.23949  0.190
42 H 1.67356 -1.82483 1.11687  0.214



Record 3
A cluster of 4 separate species, C18H20N3O8PSSi in total in a non-equilibrium geometry, computed with wB97M-V/def2-TZVPD.

Results
- Kohn-Sham gap (eV) = 7.84
- SMILES string = O=[N+]([O-])c1ccccc1.O=[N+]([O-])c1ccccc1.O=[N+]([O-])c1ccccc1.OP(O)([SiH3])=S
- largest force on an atom (eV Å⁻¹) = 2.00

Each line ends with the natural charge from an NBO analysis.
Atoms and positions in Å:
1 S 2.14976 -1.09018 -1.18608  -0.589
2 P 1.68763 0.33890 0.02311  1.360
3 Si -0.50041 0.62500 0.37167  0.489
4 O -3.09706 -1.42599 4.23667  -0.368
5 O -3.31917 -1.76894 -3.42455  -0.379
6 O 2.37750 0.02475 1.49090  -0.953
7 O -1.60918 -1.15007 2.71501  -0.396
8 O 2.33245 2.72314 3.53779  -0.410
9 O 1.34370 4.21492 4.71878  -0.353
10 O 2.30808 1.77613 -0.51833  -0.964
11 O -1.48592 -1.40657 -2.36597  -0.380
12 N -2.42224 -1.82483 3.31557  0.526
13 N 2.05381 3.87564 3.80296  0.525
14 N -2.11277 -1.66581 -3.37021  0.523
15 C -2.01631 -2.14974 -5.77946  -0.211
16 C 2.61740 4.92115 2.94453  0.078
17 C 3.40488 4.55509 1.86520  -0.217
18 C 2.85878 7.23065 2.39926  -0.207
19 C 3.64263 6.88035 1.30765  -0.175
20 C -2.88165 -5.83716 2.10907  -0.176
21 C -1.95582 -5.02412 1.46923  -0.207
22 C -1.28065 -2.35930 -6.93425  -0.214
23 C -3.66654 -5.33017 3.13658  -0.211
24 C -2.59136 -3.21560 2.88910  0.079
25 C 3.91699 5.54512 1.04265  -0.208
26 C 0.10622 -2.28912 -6.89802  -0.178
27 C 0.03459 -1.78815 -4.54821  -0.208
28 C -1.80719 -3.70284 1.85724  -0.203
29 C 0.76176 -2.00158 -5.70809  -0.208
30 C -1.34633 -1.87070 -4.60089  0.077
31 C -3.52331 -4.01086 3.53294  -0.209
32 C 2.33977 6.24750 3.22570  -0.208
33 H 4.52853 5.27427 0.19354  0.228
34 H 0.54360 -1.56291 -3.62039  0.268
35 H -0.72266 0.68790 1.81671  -0.105
36 H -1.34705 -5.41995 0.66871  0.226
37 H -1.08732 -3.07022 1.35903  0.253
38 H -4.38861 -5.96455 3.63111  0.222
39 H 3.61970 3.51652 1.65888  0.252
40 H 4.04047 7.65072 0.66061  0.222
41 H -0.94443 1.89598 -0.25214  -0.146
42 H -4.13091 -3.61592 4.33303  0.248
43 H 0.67795 -2.45993 -7.80067  0.218
44 H 2.19558 0.81681 2.02243  0.498
45 H 1.84092 -1.94559 -5.68234  0.225
46 H -3.09410 -2.20631 -5.80492  0.246
47 H -2.99158 -6.87010 1.80651  0.219
48 H -1.32469 -0.44314 -0.19642  -0.084
49 H -1.78854 -2.58044 -7.86253  0.221
50 H 1.67631 2.46102 -0.26608  0.490
51 H 1.72774 6.51837 4.07271  0.250
52 H 2.64907 8.27086 2.60464  0.225



Record 4
A structure of composition C18H20N3O9STi, computed with wB97M-V/def2-TZVPD.

Results
- 2S+1 = 3
- Kohn-Sham gap (alpha / beta) (eV) = 5.29 / 8.67
- energy above the lowest of the compared OMol25 structures with the same formula, charge and spin (eV) = 0.029
- largest force on an atom (eV Å⁻¹) = 0.70
- charge = -1
- <S²> = 2.00

Each line ends with the natural charge from an NBO analysis.
Atoms and positions in Å:
1 Ti -0.09718 0.52926 -0.28937  1.214
2 S -2.62267 0.34734 -1.56153  2.416
3 O 0.63179 -0.71635 3.57331  -0.710
4 O 2.00804 -0.02311 0.39390  -0.723
5 O 0.48195 2.78482 -0.34589  -0.499
6 O 1.40219 1.52157 -1.80159  -0.531
7 O 2.49876 3.23497 -1.05208  -0.457
8 O -1.34765 0.08448 -2.24647  -0.986
9 O -3.60386 1.07173 -2.32508  -0.957
10 O -2.34088 0.87659 -0.21798  -0.984
11 O -0.09843 0.52966 1.85821  -0.775
12 N -0.45534 -1.66959 0.03083  -0.536
13 N 1.48868 2.55185 -1.07135  0.706
14 N -1.37641 -3.40829 1.05043  -0.531
15 C -4.46293 -3.78272 -0.82337  0.055
16 C 0.67152 -4.23939 -2.38816  -0.238
17 C 0.56130 -2.96436 -1.86694  -0.197
18 C -5.03292 -5.15249 -0.56832  -0.644
19 C -4.21994 -1.45069 -0.22771  -0.185
20 C 3.05214 0.81077 2.41355  -0.633
21 C -0.14747 -2.81776 -0.67831  0.160
22 C -3.02429 -2.33069 -2.11536  -0.192
23 C -0.61500 -5.21202 -0.56784  -0.237
24 C -4.77683 -2.70396 -0.00490  -0.260
25 C 0.09348 -5.34700 -1.74759  -0.222
26 C 2.16262 -0.26720 1.81186  0.137
27 C -3.34000 -1.26756 -1.28128  -0.323
28 C -3.58237 -3.57624 -1.88551  -0.239
29 C -0.72425 -3.92682 -0.05054  0.090
30 C 0.76617 -0.15795 2.48382  0.772
31 C 2.75080 -1.65570 1.98412  -0.614
32 C -1.18130 -2.06373 1.04323  0.266
33 H 3.74759 -1.69226 1.53660  0.193
34 H -1.06904 -6.06524 -0.07984  0.209
35 H 0.20335 -6.32894 -2.19024  0.206
36 H 0.98696 -2.09976 -2.35969  0.241
37 H 4.05759 0.76542 1.98391  0.195
38 H -2.32242 -2.17685 -2.92490  0.243
39 H 2.12339 -2.39638 1.48526  0.215
40 H 1.21181 -4.39003 -3.31396  0.211
41 H -5.47825 -5.56911 -1.47336  0.215
42 H -5.80051 -5.12591 0.20517  0.209
43 H 2.62697 1.79911 2.22934  0.234
44 H 2.69489 0.57824 0.08541  0.495
45 H -1.91812 -3.90892 1.73040  0.421
46 H -1.56681 -1.40575 1.80731  0.256
47 H 3.12428 0.65205 3.48909  0.231
48 H 2.81347 -1.90960 3.04009  0.230
49 H -5.46297 -2.84443 0.82355  0.202
50 H -3.31886 -4.41050 -2.52660  0.207
51 H -4.44617 -0.61446 0.42228  0.237
52 H -4.25336 -5.84738 -0.24532  0.209



Record 5
A structure of composition C18H20N4O4S in a non-equilibrium geometry, computed with wB97M-V/def2-TZVPD.

Results
- Kohn-Sham gap (eV) = 7.55
- energy above the lowest of the compared OMol25 structures with the same formula, charge and spin (eV) = 17.919
- largest force on an atom (eV Å⁻¹) = 13.40

Each line ends with the natural charge from an NBO analysis.
Atoms and positions in Å:
1 S 4.42030 0.65177 -0.40622  2.211
2 O -1.59516 -0.22636 -1.84676  -0.760
3 O 5.76234 0.60524 0.12175  -0.920
4 O -1.27977 -3.90482 -0.40383  -0.518
5 O 4.38309 1.35220 -1.87014  -0.954
6 N 3.68219 1.58309 0.67692  -0.872
7 N 0.84053 -3.65138 0.34229  -0.605
8 N -2.86933 0.69216 -0.09510  -0.375
9 N 0.28525 -2.11996 -1.17041  -0.642
10 C 0.32206 2.14318 -0.88454  -0.176
11 C 3.78794 -1.62448 0.80243  -0.234
12 C 1.63056 2.18713 -0.71106  -0.276
13 C 1.82613 -2.85123 0.43778  0.173
14 C -4.22018 -1.18661 0.18818  -0.599
15 C -0.30055 -3.39777 -0.31477  0.820
16 C 1.47070 0.98434 1.22796  -0.244
17 C 0.25699 0.44093 0.88581  -0.203
18 C 1.51146 -1.78601 -0.96050  0.298
19 C 2.14532 1.77965 0.32554  0.159
20 C -1.74420 0.37370 -0.58862  0.631
21 C 2.43498 -0.88710 -1.05401  -0.356
22 C -3.31372 3.27447 0.50531  -0.550
23 C -2.95210 1.77923 0.94964  -0.194
24 C 3.09049 -2.69634 0.98979  -0.262
25 C 3.47851 -0.80517 -0.40454  -0.298
26 C -3.99796 -0.04738 -0.77895  -0.165
27 C -0.44231 1.10984 -0.30008  -0.079
28 H -5.04183 -1.64426 -0.25344  0.213
29 H 3.36049 -3.66662 1.65320  0.205
30 H -4.01776 3.09246 -0.03930  0.191
31 H -3.73623 -0.12992 -1.70529  0.241
32 H -3.42261 3.79022 1.27246  0.203
33 H -4.78075 0.70498 -0.44533  0.178
34 H -2.49957 3.55626 0.04368  0.205
35 H -2.06339 1.59251 1.54836  0.226
36 H -3.86147 1.47672 1.50577  0.189
37 H -0.33050 -1.63207 -1.66308  0.431
38 H -0.32185 -0.23262 1.73687  0.230
39 H 4.07215 2.87035 0.49082  0.424
40 H 4.80465 -1.62522 1.16818  0.252
41 H 2.08892 3.05396 -1.06205  0.240
42 H -4.29565 -1.05842 1.15023  0.205
43 H 2.11649 -0.36424 -1.79770  0.249
44 H 2.05662 0.29324 1.85266  0.239
45 H -0.18308 2.51382 -1.89619  0.233
46 H -3.29764 -1.79073 -0.11534  0.219
47 H 0.73943 -4.57275 0.89162  0.418